1.
51
Properties=species:S:1:pos:R:3:forces:R:3:nbo_charge:R:1 method="wB97M-V/def2-TZVPD" gap_ev=10.158 e_tot_ev=-35530.9290 e_homo_ev=-9.546 mol_weight_g_mol=357.39 largest_force_ha_per_bohr=0.0676
F -0.1959 -1.6749 2.3448 0.44 0.16 0.19 -0.31
F 1.0155 -0.9981 0.6977 0.12 0.09 1.01 -0.31
F -4.4016 -0.3053 -1.0494 1.44 0.70 -0.85 -0.38
F 1.2471 -3.0040 1.4538 0.34 0.26 0.29 -0.31
O 1.8966 -1.7741 4.0232 -0.25 -0.11 -0.95 -0.48
O 3.0289 -0.5270 2.5303 -0.58 -0.25 -0.47 -0.53
O -1.3984 4.6206 -1.3839 0.48 -2.92 0.39 -0.57
N -2.5371 2.5494 -1.4860 1.41 0.56 -0.51 -0.68
C 2.5550 -0.0760 5.6305 -0.18 0.22 -0.22 -0.64
C -0.7264 1.0129 -1.2168 1.36 2.33 2.19 -0.25
C -0.3130 2.4278 -0.5321 -0.40 1.55 -0.30 -0.52
C 2.1099 -1.2469 2.8064 1.00 0.20 1.42 0.69
C -0.0927 1.1917 -2.6843 -0.05 -1.83 0.23 -0.41
C 1.0440 -1.7269 1.8260 -1.38 -0.52 -0.96 0.90
C -2.9165 1.1823 0.4490 0.70 -0.22 1.06 -0.62
C -2.3341 -2.3015 -1.3688 0.16 -0.48 -0.91 -0.63
C -3.2797 0.1596 -1.8348 0.44 -0.46 -1.23 0.22
C 1.0624 0.0803 -2.8349 -0.10 0.00 -0.09 -0.40
C -1.4015 3.4029 -1.1758 -1.30 0.08 0.24 0.70
C -2.5997 -1.1398 -2.4368 -0.81 -0.91 0.18 -0.45
C -2.3014 1.1284 -1.0291 -1.44 0.96 0.28 0.09
C 2.8613 -1.4350 5.0331 0.40 0.26 0.64 -0.08
C 2.9044 -1.1031 -1.2822 0.63 0.23 0.11 -0.62
C 2.2559 0.2655 -1.7898 0.88 -0.13 -0.11 -0.42
H -1.6525 -0.9570 -3.0256 -1.10 0.18 0.81 0.22
H -3.2857 -2.5950 -0.8240 1.31 0.63 -0.46 0.23
H 2.1207 -1.7819 -0.8370 1.09 0.56 -1.05 0.21
H 1.5291 -0.0433 6.0046 0.10 -0.10 0.08 0.22
H 3.0996 0.8541 -2.2958 -1.23 -0.65 0.68 0.21
H -0.9324 1.0613 -3.4382 1.25 0.05 0.61 0.21
H 3.6482 -0.8949 -0.4345 -1.06 -0.11 -1.13 0.22
H -2.0360 -3.2253 -1.9782 -0.34 1.22 0.85 0.21
H 0.6134 -0.9617 -2.6986 0.48 1.34 -0.13 0.20
H 3.2389 0.1464 6.4514 -0.03 -0.06 -0.05 0.22
H 1.5056 0.1133 -3.8809 -0.61 -0.06 1.19 0.21
H 1.9753 0.8650 -0.8710 0.05 -0.69 -1.13 0.21
H -0.3379 2.4832 0.6043 -0.14 -0.21 -1.44 0.24
H -3.3514 -1.5766 -3.1839 0.99 0.66 0.98 0.22
H -2.8481 2.6702 -2.4545 -0.11 0.06 0.58 0.39
H -0.2076 0.2930 -0.4983 -0.97 0.29 -1.73 0.25
H 2.6465 0.7133 4.8813 0.12 -0.08 0.05 0.22
H -3.7600 0.7526 -2.6881 0.63 -0.78 1.15 0.18
H -3.9445 1.6763 0.4028 1.44 -0.99 -0.11 0.24
H 0.6630 2.9018 -0.8610 -0.90 -1.07 0.42 0.24
H -1.4598 -2.0975 -0.6751 -1.25 -0.04 -0.63 0.21
H 2.7865 -2.2016 5.8057 -0.22 -0.09 -0.26 0.20
H 3.5295 -1.6215 -2.0891 -1.18 0.62 0.94 0.21
H -2.9713 0.1580 0.9513 -0.07 1.30 -0.82 0.22
H -2.3099 1.8343 1.1655 -0.61 -0.78 -1.19 0.21
H 3.8756 -1.4783 4.6300 -0.19 0.05 -0.19 0.20
H 0.3819 2.2030 -2.8531 -0.75 -1.03 0.37 0.22

2.
53
Properties=species:S:1:pos:R:3:forces:R:3:nbo_charge:R:1 method="wB97M-V/def2-TZVPD" gap_ev=2.560 e_tot_ev=-43628.7109 charge=-2 e_homo_ev=1.208 mol_weight_g_mol=390.37 largest_force_ha_per_bohr=0.0386
P -1.5508 3.0645 -3.8986 -0.05 0.18 -0.17 2.46
O -1.5284 1.7045 -4.6353 0.08 -0.22 0.31 -1.09
O -3.3576 1.8551 2.6196 -0.23 0.47 0.14 -0.76
O 2.3247 2.3498 0.4888 0.59 -0.59 0.08 -0.55
O -0.0882 3.4735 -3.5803 0.34 -0.14 0.20 -1.13
O -2.3293 2.8883 -2.5621 0.02 -0.29 0.31 -1.12
O 4.3143 2.1511 1.4821 -1.09 -0.42 -0.14 -0.59
O -2.2186 4.1569 -4.7461 0.02 0.04 0.14 -1.12
N 0.1282 0.6976 -0.1681 -0.10 0.69 -1.10 -0.35
N -0.6409 -5.8353 -0.6815 -0.29 -0.14 -0.19 -0.84
C -0.0605 -1.6241 0.2447 -0.04 -1.55 0.89 -0.03
C -0.4919 1.0089 1.0020 0.19 1.52 0.59 0.24
C -1.1507 -4.8206 -1.6142 0.66 0.21 0.06 -0.22
C -2.1106 2.9003 0.7602 0.03 -0.39 0.41 -0.45
C 4.1149 -0.5673 2.1604 -0.74 -0.40 -0.26 -0.61
C -0.5781 -3.3784 -1.4579 -0.06 -0.17 0.17 -0.43
C 0.1277 -3.0792 -0.1165 -0.34 0.30 -0.49 -0.42
C 2.1198 1.8535 -0.8588 -0.59 -0.07 -0.33 -0.07
C -0.6579 -1.3340 1.4535 -0.67 0.29 1.01 -0.35
C -0.7598 2.4378 1.4036 -0.92 0.25 -1.21 -0.44
C -3.3243 2.0901 1.1956 0.67 -0.85 -0.31 -0.07
C -0.8810 0.0255 1.8125 -0.12 -1.84 0.73 -0.28
C 0.6178 1.7129 -1.0924 0.52 -0.44 -0.02 -0.26
C 3.2495 1.6328 1.1892 1.38 0.94 0.31 0.82
C 0.3241 -0.6201 -0.5543 0.52 0.58 -0.69 -0.09
C 2.9009 0.2294 1.6448 0.60 0.04 -0.06 -0.54
H 2.1724 0.3093 2.4519 -0.34 0.15 -0.28 0.24
H 0.4129 1.3548 -2.1053 -0.02 0.48 -0.17 0.28
H -2.0011 2.7491 -0.3221 -0.36 0.51 -0.17 0.30
H 2.4697 -0.3215 0.8081 -0.45 0.09 0.19 0.24
H -0.9880 -2.1090 2.1331 0.07 -0.16 -0.09 0.19
H -0.9084 -5.1730 -2.6180 -0.23 0.01 -0.07 0.18
H -2.2345 -4.7939 -1.5140 -0.02 -0.08 -0.04 0.19
H -1.0598 -5.7023 0.2284 0.16 0.02 0.09 0.35
H 4.9207 0.0521 2.5402 -0.01 0.05 -0.05 0.23
H 2.5821 2.5213 -1.5864 -0.13 0.24 0.18 0.22
H 2.6141 0.8827 -0.9646 -0.07 -0.06 0.03 0.16
H -0.0185 3.0979 0.9645 0.27 0.06 0.38 0.23
H 1.1955 -3.3189 -0.1227 -0.03 -0.13 -0.16 0.20
H -1.3967 -2.6626 -1.5348 -0.07 -0.04 -0.10 0.23
H -0.7892 2.5500 2.4835 0.11 -0.17 0.06 0.21
H -3.5229 0.9196 2.7398 -0.03 -0.03 0.02 0.46
H -3.2404 1.1087 0.7189 -0.17 0.05 -0.15 0.17
H 0.3617 -5.7476 -0.5777 0.00 0.02 0.08 0.35
H 0.1007 2.6551 -0.9637 -0.06 0.03 -0.30 0.27
H -1.3529 0.2451 2.7559 -0.01 0.23 0.06 0.21
H -0.3342 -3.6753 0.6695 0.05 0.04 0.10 0.19
H 4.4513 -1.2247 1.3572 0.42 0.18 0.01 0.20
H -4.2503 2.5496 0.8477 0.01 0.11 0.11 0.17
H 0.8060 -0.7987 -1.5023 -0.07 0.27 -0.16 0.21
H 0.0810 -3.1446 -2.2957 0.07 -0.04 0.04 0.20
H -2.3160 3.9491 0.9833 0.35 0.11 -0.13 0.19
H 3.7516 -1.2461 2.9342 0.18 0.06 0.17 0.20

3.
50
Properties=species:S:1:pos:R:3:forces:R:3:nbo_charge:R:1 method="wB97M-V/def2-TZVPD" gap_ev=8.184 e_tot_ev=-47253.5750 e_homo_ev=-7.818 mol_weight_g_mol=357.54 largest_force_ha_per_bohr=0.3423 de_lowest_kcal_mol=230.62
S -0.4735 1.7064 2.5153 -0.45 -2.71 -0.13 0.24
S 1.1330 -0.9374 2.5686 -0.17 0.14 -0.60 -0.26
O -3.7853 0.9010 3.4331 4.83 -4.05 -0.36 -0.65
O -1.1545 0.0416 -1.6342 3.23 0.18 -0.40 -0.61
N -2.9703 -0.3152 1.6846 0.96 -2.51 3.08 -0.43
N 1.4363 0.9979 0.8489 3.10 -2.06 -4.03 -0.50
N -2.8914 0.3747 -3.0472 -3.22 1.21 -3.96 -0.85
C -4.1238 0.1391 -0.3716 -2.29 0.74 -1.10 -0.38
C -1.3714 0.3864 3.5053 -0.22 -0.41 -1.94 -0.61
C 0.6982 0.4946 1.7532 -0.01 -1.02 3.70 0.06
C 2.5564 0.2264 0.0148 -0.47 -2.70 4.65 -0.03
C -1.9627 -0.9999 1.0312 2.43 0.99 -6.10 -0.25
C 3.3486 -0.8840 -1.9355 -1.25 -2.94 -4.46 -0.38
C -2.2492 -0.2251 -1.9969 -4.12 3.02 -1.90 0.69
C 4.7737 -0.3499 -1.6541 -1.64 -7.37 -4.20 -0.43
C -2.3895 -1.7329 -0.3233 -12.69 1.84 8.85 -0.28
C -4.2086 -0.5713 1.0027 -2.78 6.62 2.55 -0.26
C 4.9764 -0.2513 -0.3099 4.47 3.88 6.99 -0.38
C -3.2594 -0.7982 -1.1536 1.71 -3.57 0.74 -0.40
C 2.2218 0.0065 -1.5520 1.79 -12.14 10.75 -0.40
C 1.2219 2.2093 0.2877 -0.32 6.83 -1.73 -0.41
C -2.7357 0.1385 3.0136 -8.02 6.23 -2.54 0.65
C 4.0355 0.8563 0.3598 -2.61 -9.15 -1.44 -0.40
H -1.3272 -1.7185 1.4295 0.98 -0.78 1.98 0.22
H 1.2423 -0.1068 -1.5460 -4.44 -1.88 -0.84 0.24
H -4.8833 0.1101 1.6215 0.34 -0.74 -0.70 0.26
H 2.4076 0.7804 -1.8371 3.55 15.85 -6.78 0.15
H -3.8547 -1.5298 -1.6169 -1.08 -0.35 -1.54 0.23
H -1.4104 0.7807 4.4453 -0.40 0.86 2.56 0.25
H -2.3823 0.9131 -3.7549 0.03 -0.31 0.69 0.39
H 2.4738 -0.8343 0.6950 0.45 2.62 -2.42 0.26
H 5.3847 -1.2426 -2.0912 -0.56 1.28 0.79 0.20
H 2.2226 2.5894 -0.4126 -2.94 -0.88 2.44 0.21
H 0.3252 2.3300 -0.4616 1.42 -0.56 1.46 0.23
H 4.2806 0.8707 1.3417 0.05 0.01 3.27 0.22
H -4.7800 -1.4735 1.0434 0.69 -1.20 -0.26 0.22
H 4.9915 0.3246 -2.3375 1.05 4.24 -2.38 0.21
H -5.2393 0.1313 -0.8185 2.44 0.04 0.81 0.21
H 3.9738 1.7403 0.0123 0.80 6.31 -3.04 0.18
H -4.0465 0.3659 -3.3807 4.78 -0.62 2.00 0.42
H 0.9900 2.9881 1.2460 0.90 -1.38 -2.95 0.21
H -1.3349 -0.2401 0.4222 -0.08 -0.81 1.85 0.21
H 6.1018 0.1547 -0.0033 -2.33 -0.80 -1.14 0.20
H 3.1147 -1.0084 -3.1068 1.27 0.31 1.93 0.20
H 3.2819 -1.9899 -1.6760 -0.19 1.51 0.51 0.22
H -3.7592 1.2578 -0.5505 -0.65 -2.32 1.45 0.24
H -0.9176 -0.5867 3.5339 1.24 0.03 -0.11 0.28
H -1.6095 -2.1097 -0.5623 9.45 -4.42 -4.34 0.18
H -3.1277 -2.6919 0.0863 2.03 2.26 -1.33 0.15
H 5.0555 -1.2186 0.2382 -1.07 0.69 -0.30 0.23